14
Properties=species:S:1:pos:R:3:forces:R:3:lowdin_charge:R:1 method="wB97M-V/def2-TZVPD" charge=+1 homo_lumo_gap_ev="7.050 / 7.559" de_lowest_kj_mol=284.8 homo_energy_ha="-0.48418 / -0.48561"
N 0.216 2.120 -1.131 0.09 2.53 -1.25 0.10
C -0.050 0.904 -1.659 0.71 1.82 1.10 -0.09
C 0.308 2.252 0.163 -0.42 -4.24 -0.91 -0.11
C 0.178 -0.094 0.376 0.44 2.33 -1.76 0.16
C 0.084 -0.421 1.794 -0.21 1.29 -0.52 -0.51
H 0.014 0.830 -2.658 -0.17 -0.67 -3.26 0.11
O 0.179 0.547 2.512 -0.02 -1.46 0.88 0.12
N 0.476 3.254 0.883 0.69 3.09 3.81 -0.01
N -0.153 -1.736 1.891 -0.17 0.17 -0.47 0.22
H 0.370 2.952 -1.780 -0.44 -1.58 0.84 0.23
H -0.509 -2.162 1.021 0.30 -0.08 1.11 0.15
H -0.501 -2.031 2.768 -0.33 -0.81 0.89 0.13
N 0.607 3.881 1.827 -0.15 -0.41 -1.74 0.34
N -0.002 -0.067 -0.812 -0.31 -1.98 1.27 0.17